[1]
Below is C43H43N4O4PSSiTi as an isolated structure, with properties calculated with ωB97M-V with the def2-TZVPD basis set.

- energy above the lowest of the compared OMol25 structures with the same formula, charge and spin (kJ/mol) = 348.4
- HOMO-LUMO gap (Eh) = 0.1922
- molar mass (g mol⁻¹) = 818.835
- spin multiplicity = 1
- strongest force on any atom (eV/Å) = 2.28
- charge = 0
- DFT total energy (eV) = -110553.2000
- HOMO (Eh) = -0.271

XYZ file:
```
98
Properties=species:S:1:pos:R:3:forces:R:3:lowdin_charge:R:1
Ti -0.29328 0.76591 -1.58605 -1.6 -1.3 0.3 1.0214
O 0.72109 0.08072 -2.86136 0.5 -0.5 -1.2 -0.2401
C 1.23289 -0.76762 -1.79597 1.0 -0.7 1.9 -0.5292
C 1.69573 -2.19117 -2.04395 -0.1 -0.3 0.0 -0.2291
C 1.85552 -2.61601 -3.34913 0.0 0.2 0.0 -0.0247
C 2.31038 -3.89673 -3.63258 0.0 0.0 -0.2 -0.0614
C 2.62455 -4.74665 -2.59910 0.1 -0.2 0.0 -0.0688
C 2.47425 -4.33489 -1.27856 -0.2 0.2 0.0 -0.0694
C 1.98412 -3.07956 -0.93981 -0.3 0.5 -0.4 -0.2602
P 1.99577 -2.42440 0.82174 0.5 0.2 0.1 1.1434
C 3.23704 -3.45122 1.74856 -0.1 0.2 0.0 -0.3514
C 4.11215 -2.68654 2.52732 0.0 0.0 -0.1 -0.1159
C 5.00733 -3.27545 3.41121 0.0 0.0 0.0 -0.0782
C 5.04500 -4.65502 3.53683 0.0 0.0 0.0 -0.0816
C 4.19205 -5.43371 2.76589 0.0 0.0 0.0 -0.0757
C 3.29677 -4.84103 1.88628 0.0 0.0 0.1 -0.1120
C 0.51973 -2.78251 1.89764 0.4 0.0 0.1 -0.3937
C 0.07020 -4.03494 2.31161 0.1 -0.1 0.1 -0.0937
C -1.00486 -4.15068 3.18374 0.1 -0.1 -0.1 -0.0714
C -1.63425 -3.01809 3.68178 0.0 0.1 -0.1 -0.0720
C -1.18556 -1.76330 3.29586 0.0 0.0 0.0 -0.0700
C -0.12332 -1.65490 2.40933 0.2 0.0 0.2 -0.1290
H 1.62550 -1.92309 -4.15231 0.0 -0.1 0.1 0.1248
H 2.41737 -4.21724 -4.66152 0.0 0.0 0.0 0.1101
H 2.99840 -5.74119 -2.80800 0.0 0.0 0.0 0.1084
H 2.75517 -5.02747 -0.50665 0.0 0.0 0.1 0.0727
H 4.08236 -1.60519 2.43847 0.0 0.0 0.0 0.0928
H 5.67042 -2.65654 4.00415 0.0 0.0 0.0 0.1059
H 5.72487 -5.12330 4.23795 0.0 0.0 -0.1 0.1053
H 4.21617 -6.51415 2.85637 0.0 0.1 0.0 0.1064
H 2.63511 -5.48766 1.32897 -0.1 0.0 0.0 0.0833
H 0.53869 -4.93779 1.94711 0.0 0.0 -0.1 0.1009
H -1.35146 -5.13624 3.47258 0.0 0.0 0.0 0.1077
H -2.46596 -3.11046 4.36997 0.0 0.0 0.0 0.1075
H -1.65782 -0.87120 3.69203 0.0 0.0 0.0 0.1081
H 0.22637 -0.68084 2.10678 0.0 0.2 -0.1 0.0840
C -5.79275 0.79659 -1.38749 0.0 0.0 -0.1 -0.0407
C -4.63521 0.54133 -0.41870 0.0 -0.1 0.2 -0.6130
C -4.66403 -0.91638 0.08104 0.0 0.0 -0.1 -0.0356
C -4.70971 1.50437 0.77889 0.0 0.0 0.0 -0.0357
C -3.35469 0.74459 -1.10108 0.1 0.2 -0.1 -0.0697
C -2.26982 0.90676 -1.63630 -0.4 0.1 -0.2 -0.0589
H -6.73796 0.57226 -0.88973 0.0 0.0 0.0 0.0907
H -5.70637 0.16237 -2.27142 0.0 0.0 0.0 0.0885
H -5.81148 1.83923 -1.70716 0.0 0.0 0.0 0.0909
H -5.56314 -1.08316 0.67913 0.0 0.0 0.0 0.0911
H -3.78834 -1.12985 0.69748 0.0 0.0 0.0 0.0798
H -4.66290 -1.61587 -0.75799 0.0 0.0 0.0 0.0828
H -5.63491 1.33676 1.33357 0.0 0.0 0.0 0.0914
H -4.68844 2.54556 0.45335 0.0 0.0 0.0 0.0945
H -3.86841 1.33784 1.45546 -0.1 0.0 0.0 0.0826
C 4.44904 -0.90604 -1.03551 -0.2 -0.2 0.2 -0.1639
Si 2.90237 0.15639 -1.17805 0.7 0.5 -0.6 0.5803
C 3.34907 1.18321 -2.70586 -0.2 -0.1 -0.1 -0.1740
C 2.77141 1.48988 0.15641 -0.1 -0.3 0.3 -0.1675
N 0.07402 -0.89748 -0.80886 -0.3 0.3 -0.2 -0.0660
C -0.92145 -1.87590 -1.26553 -0.2 -0.3 -0.2 -0.2720
C -1.37494 -2.84059 -0.37414 -0.1 0.2 0.3 -0.0251
C -2.29480 -3.80996 -0.74823 0.0 0.1 -0.1 -0.0608
C -2.79695 -3.83987 -2.03823 0.0 0.0 0.0 -0.0837
C -2.35082 -2.89224 -2.94658 0.0 0.0 0.0 -0.0634
C -1.42800 -1.92800 -2.57421 0.1 -0.2 0.2 -0.0547
H 5.30916 -0.22807 -0.95219 -0.2 0.0 0.0 0.0475
H 4.58504 -1.50812 -1.94073 -0.1 0.1 0.1 0.0479
H 4.47749 -1.57903 -0.18296 0.0 -0.1 0.1 0.0003
H 4.27102 1.73875 -2.51045 0.0 -0.1 0.1 0.0452
H 2.57790 1.90784 -2.97519 0.1 0.0 0.0 0.0065
H 3.51862 0.55633 -3.58662 0.0 0.0 0.1 0.0441
H 3.75588 1.53511 0.63949 -0.1 0.0 0.0 0.0448
H 2.03557 1.31517 0.94435 0.0 0.0 0.0 0.0198
H 2.59228 2.47107 -0.28903 0.0 -0.1 0.0 0.0228
H -1.00169 -2.84583 0.63788 -0.4 0.1 -0.5 0.0568
H -2.61078 -4.54246 -0.01598 0.0 0.0 0.0 0.1083
H -3.51863 -4.59083 -2.33840 0.0 0.0 0.0 0.1055
H -2.72320 -2.90216 -3.96363 0.0 0.0 0.0 0.1092
H -1.10399 -1.24381 -3.33175 0.1 0.2 -0.2 0.0951
O -3.79769 9.16440 2.73790 0.1 0.0 -0.1 -0.3498
S -2.96547 7.99901 2.92156 0.0 0.0 0.2 0.3887
O -3.65049 6.72824 2.80301 0.1 0.0 -0.1 -0.3722
O -2.00879 8.06776 4.01403 0.0 0.0 -0.1 -0.3560
C -1.78752 8.00571 1.50594 0.1 -0.3 0.0 -0.3080
N -1.10062 9.12084 1.20642 -0.3 -0.2 -0.2 0.1382
C -0.20899 9.02336 0.23248 -0.1 0.0 0.2 -0.1089
C 0.12937 7.81093 -0.36289 0.4 -0.1 -0.3 0.0001
C -0.57675 6.70814 0.06950 -0.4 0.2 0.1 -0.2425
N -1.58032 6.81438 0.93644 0.2 0.3 0.4 0.1494
C -0.31486 5.30643 -0.32671 -0.2 -0.1 0.0 -0.0874
C 0.17574 4.91424 -1.56962 0.1 0.2 0.0 0.0339
C 0.30312 3.57616 -1.84779 0.1 0.0 0.0 -0.0896
N -0.02579 2.61992 -0.96086 0.3 1.5 0.6 -0.1029
C -0.52609 2.99457 0.23788 0.2 0.0 0.0 -0.0791
C -0.66960 4.30732 0.58774 -0.1 0.1 0.1 0.0540
H 0.28127 9.94562 -0.06346 0.1 -0.1 0.0 0.1120
H 0.93977 7.74119 -1.08172 -0.1 0.0 0.1 0.1070
H 0.43019 5.64429 -2.32772 0.0 0.0 0.0 0.1279
H 0.67512 3.23702 -2.80506 0.0 0.0 -0.1 0.1211
H -0.82546 2.20193 0.91006 0.0 -0.1 0.0 0.1282
H -1.10007 4.59295 1.54064 0.0 0.0 -0.1 0.1387
```
Forces are in eV/Å.

---

[2]
Below is C43H44ClN10O2S2V as an isolated structure, with properties calculated with ωB97M-V with the def2-TZVPD basis set.

- energy above the lowest of the compared OMol25 structures with the same formula, charge and spin (kJ/mol) = 0.0
- HOMO-LUMO gap (spin up / spin down) (Eh) = 0.2398 / 0.2567
- molar mass (g mol⁻¹) = 883.424
- spin multiplicity = 4
- strongest force on any atom (eV/Å) = 1.43
- <S²> = 3.764
- charge = +1
- DFT total energy (eV) = -124181.2295
- HOMO (spin up / spin down) (Eh) = -0.341 / -0.366

XYZ file:
```
103
Properties=species:S:1:pos:R:3:forces:R:3:lowdin_spin:R:1
V 0.15512 0.08714 0.11490 -0.4 0.3 -1.3 2.6948
S -0.77418 2.03326 1.32906 0.0 0.3 -0.1 0.0009
C -1.15803 2.41504 -0.29880 0.2 -0.3 0.1 0.0310
N -0.87333 1.54545 -1.25521 -0.1 0.1 0.2 0.0094
C -1.20427 2.04320 -2.51200 0.1 -0.3 0.2 0.0016
C -1.02170 1.38662 -3.72834 0.0 0.0 -0.1 -0.0001
C -1.40224 2.02123 -4.89654 0.0 0.1 0.0 0.0009
C -1.96316 3.30129 -4.86578 0.0 -0.1 0.0 -0.0004
C -2.14993 3.96155 -3.66542 0.0 0.0 0.0 0.0008
C -1.76490 3.32330 -2.49192 0.0 0.1 -0.1 0.0007
S -1.86546 3.89439 -0.85502 -0.1 0.2 0.1 0.0118
H -0.58325 0.39744 -3.76636 0.0 0.0 0.0 0.0002
H -1.26915 1.51988 -5.84509 0.0 0.0 0.0 0.0001
H -2.25672 3.78100 -5.78856 0.0 0.0 0.0 0.0000
H -2.58558 4.95079 -3.64442 0.0 0.0 0.0 0.0000
C 4.05473 -5.61218 11.99502 0.0 0.0 0.0 0.0000
O 2.81675 -5.75905 11.31760 0.0 0.0 -0.1 -0.0001
C 2.65464 -5.10455 10.14678 0.0 -0.1 0.2 -0.0002
C 3.62080 -4.29370 9.56035 -0.1 0.0 -0.1 0.0000
C 3.33242 -3.67245 8.35059 0.1 0.0 0.1 -0.0002
C 2.10992 -3.84532 7.72235 -0.1 0.1 -0.2 0.0000
C 1.15054 -4.66350 8.32578 0.0 -0.1 0.1 -0.0002
C 1.41703 -5.28632 9.52204 0.0 0.1 -0.1 0.0001
C 1.78260 -3.19658 6.44650 0.0 -0.1 0.3 -0.0013
N 0.63903 -3.32345 5.80886 0.2 0.2 -0.1 -0.0008
C 0.77981 -2.55009 4.68596 -0.4 -0.2 0.0 -0.0024
C 2.00996 -1.95093 4.63916 0.4 0.2 0.0 -0.0010
N 2.65365 -2.37196 5.78235 -0.2 0.0 -0.2 -0.0007
C 2.42214 -1.07731 3.58022 0.0 -0.1 0.2 0.0005
C 3.64865 -0.40739 3.49307 0.1 0.0 0.1 0.0258
C 3.88744 0.40970 2.41755 0.0 0.0 -0.1 -0.0013
C 2.91374 0.53490 1.42672 0.0 0.1 -0.1 0.0314
N 1.74444 -0.08709 1.47599 0.4 -0.4 0.6 0.0153
C 1.49270 -0.87437 2.55050 -0.4 -0.1 -0.1 0.0217
C 0.17237 -1.48830 2.59894 0.3 0.1 -0.2 0.0174
N -0.67052 -1.18924 1.57945 -0.1 -0.3 0.6 0.0162
C -1.89797 -1.68556 1.62380 0.0 0.0 0.0 0.0271
C -2.34822 -2.52580 2.64573 0.0 0.1 -0.1 -0.0001
C -1.49018 -2.85289 3.66602 0.0 0.0 0.0 0.0209
C -0.19576 -2.32052 3.65636 0.1 -0.1 0.2 0.0009
H 3.97402 -6.21104 12.89676 0.0 0.0 0.0 0.0000
H 4.23221 -4.56877 12.26528 0.0 0.0 0.0 0.0000
H 4.88177 -5.98231 11.38484 0.0 0.0 0.0 0.0000
H 4.58160 -4.14105 10.02541 0.0 0.0 0.0 0.0000
H 4.10147 -3.04498 7.91564 0.0 0.0 0.0 0.0000
H 0.19365 -4.80138 7.84262 0.0 0.0 0.0 0.0000
H 0.68313 -5.92119 9.99702 0.0 0.0 0.0 0.0000
H 3.57705 -2.12483 6.08924 0.0 0.0 0.0 0.0000
H 4.40017 -0.51635 4.26515 0.0 0.0 0.0 0.0015
H 4.81403 0.95576 2.31985 0.1 0.0 0.0 -0.0007
H 3.08084 1.16959 0.56762 0.0 0.0 0.0 0.0029
H -2.55932 -1.38438 0.81978 0.0 0.0 0.0 0.0029
H -3.36324 -2.89338 2.62090 0.0 0.0 0.0 -0.0005
H -1.79428 -3.49527 4.48111 0.0 0.0 0.0 0.0011
C 4.50961 2.98254 -1.00802 0.0 0.0 0.1 0.0000
C 4.86666 3.41380 -2.43333 0.0 0.0 0.1 0.0000
C 6.06345 4.36913 -2.31854 0.1 0.2 0.2 0.0000
C 3.70444 4.21960 -3.02875 0.0 0.0 0.0 0.0000
C 5.23384 2.19900 -3.35120 0.0 0.2 -0.2 0.0001
O 5.80515 2.69598 -4.56476 -0.1 -0.1 -0.1 0.0000
C 6.16417 1.17059 -2.70691 -0.2 -0.2 0.1 0.0000
C 7.57483 1.61315 -2.26708 0.2 0.0 -0.1 0.0000
C 7.77569 1.47592 -0.77554 0.1 -0.1 0.0 0.0000
C 7.52250 0.25058 -0.15779 0.1 0.0 0.0 0.0000
C 7.65739 0.09210 1.20921 -0.1 0.0 0.0 0.0000
C 8.02937 1.18183 1.98120 0.0 0.0 0.1 0.0000
Cl 8.12999 1.00008 3.71040 0.0 0.0 0.0 0.0000
C 8.31244 2.40258 1.39815 0.0 0.0 0.0 0.0000
C 8.19432 2.53492 0.01896 0.0 0.0 0.0 0.0000
C 4.00964 1.44376 -3.93548 -0.2 -0.2 0.3 0.0003
N 3.21267 0.66563 -2.97856 0.3 -0.2 -0.1 0.0028
C 2.09247 0.99719 -2.35355 -0.2 0.2 0.2 0.0095
N 1.72024 0.02995 -1.52276 0.2 0.3 -0.1 0.0186
C 2.68914 -0.91093 -1.70716 0.0 -0.2 0.0 0.0062
N 3.60064 -0.57863 -2.58402 0.0 0.3 0.0 0.0013
H 4.22349 3.86075 -0.42652 0.0 0.0 0.0 0.0000
H 5.35609 2.51447 -0.50028 0.0 0.0 0.0 0.0000
H 3.66831 2.29295 -0.97144 0.0 0.0 -0.1 0.0000
H 5.76339 5.24043 -1.73564 0.0 0.0 0.0 0.0000
H 6.39643 4.73700 -3.28892 0.0 0.0 0.0 0.0000
H 6.90921 3.92074 -1.79427 -0.4 0.3 -0.1 0.0000
H 3.60674 5.16578 -2.49659 0.0 0.0 0.0 0.0000
H 2.73901 3.71773 -2.94137 0.0 0.0 0.0 0.0000
H 3.87294 4.44860 -4.08162 0.1 0.0 0.0 0.0000
H 6.70361 2.99650 -4.39623 0.0 0.0 0.0 0.0000
H 6.24359 0.33936 -3.40786 0.0 0.0 -0.1 0.0000
H 5.64986 0.75745 -1.83986 0.0 0.0 0.0 0.0000
H 7.80345 2.63918 -2.56447 0.1 -0.3 -0.1 0.0000
H 8.31119 0.99494 -2.78445 0.0 -0.1 0.1 0.0000
H 7.22650 -0.60362 -0.75529 0.0 0.0 0.0 0.0000
H 7.47841 -0.86568 1.67875 0.0 0.0 0.0 0.0000
H 8.61783 3.23790 2.01204 0.0 0.0 0.0 0.0000
H 8.42045 3.49080 -0.43849 0.0 0.0 0.1 0.0000
H 4.37193 0.73631 -4.67769 0.1 0.0 0.0 0.0000
H 3.32594 2.12956 -4.42775 0.1 0.1 0.0 0.0000
H 1.57627 1.92982 -2.50446 0.0 0.0 0.0 0.0007
H 2.68455 -1.86362 -1.20366 0.0 0.0 0.0 0.0010
N -0.08857 -2.77034 -1.15519 -0.1 0.1 0.0 0.0103
N -0.72877 -1.49923 -1.35770 0.1 -0.2 0.1 0.0144
H -0.55847 -3.50348 -1.67806 0.0 0.0 0.0 0.0013
H -0.16810 -2.98816 -0.16881 0.0 0.0 0.0 0.0013
H -1.74273 -1.58699 -1.37264 0.0 0.1 0.0 0.0022
H -0.43739 -1.14955 -2.26316 0.0 0.0 0.0 0.0022
```
Forces are in eV/Å.